16
Properties=species:S:1:pos:R:3:forces:R:3 method="wB97M-V/def2-TZVPD" lumo_energy_ev=0.665 orbital_gap_ha=0.297 energy_ev=-10233.30413 e_above_lowest_kcal_mol=113.9 e_homo_ev=-7.4 fmax_ev_per_a=4.1
C -1.24882 1.63773 0.46547 0.11 2.34 0.34
N -1.64303 1.11555 -0.79806 -0.87 0.67 0.09
N -1.83000 -0.06192 -0.95042 -0.22 -1.17 -2.27
C -1.62234 -1.23906 -0.29637 -1.70 -1.00 0.66
C -0.43951 -1.85021 -0.07080 -0.69 0.69 0.04
C 0.80517 -1.15542 -0.33244 2.99 -1.21 0.93
N 0.89222 0.03427 -0.73922 -1.75 0.26 0.04
N 1.99884 0.75656 -0.70737 -2.39 3.35 -0.21
H -2.05142 2.37298 0.79026 1.42 0.05 -0.93
H -1.21758 1.05721 1.32781 0.19 -2.25 1.17
H -0.20050 1.98421 0.29227 -1.07 0.56 0.34
H -2.62959 -1.79134 -0.28812 1.72 0.62 0.52
H -0.47364 -2.80661 0.43739 0.29 -0.07 -0.52
H 1.81853 -1.62503 -0.06578 -1.47 -0.03 -0.09
H 2.88601 0.44188 -0.82017 3.05 -1.83 -0.40
H 1.82811 1.68116 -1.12762 0.40 -0.96 0.28


112
Properties=species:S:1:pos:R:3:forces:R:3 method="wB97M-V/def2-TZVPD" lumo_energy_ev="3.960 / 3.869" orbital_gap_ha="0.131 / 0.232" energy_ev=-106055.24509 e_above_lowest_kcal_mol=49.7 multiplicity=3 e_homo_ev="0.4 / -2.4" fmax_ev_per_a=1.8 charge=-2
Ti -0.96291 0.99955 -1.95165 -1.49 -0.05 -1.07
C 0.20090 -2.19598 -1.70460 0.50 0.22 -0.09
C 1.54258 -1.63943 -2.19832 0.08 0.01 0.08
N 1.97457 -0.45161 -1.49009 -0.19 0.15 -0.20
C 2.39482 0.69617 -2.26468 0.13 -0.13 0.05
C 1.51115 1.11036 -3.43837 0.41 -0.24 -0.21
C 1.99258 1.92789 -4.42041 -0.11 -0.08 -0.13
C 1.25666 2.08976 -5.61888 -0.04 0.06 -0.02
C 0.21442 1.16525 -5.83990 0.05 0.04 0.05
C -0.22892 0.36764 -4.82074 -0.03 -0.36 -0.11
C -1.03415 -0.89257 -5.11068 0.02 0.12 -0.07
N -2.27197 -1.11725 -4.35814 0.10 0.36 0.16
C -2.33905 -2.22310 -3.42579 -0.05 -0.01 0.23
C -2.19306 -1.84219 -1.93461 0.12 -0.29 -0.38
N -0.89437 -1.22110 -1.65808 -0.66 0.14 0.18
N 0.25228 0.53778 -3.51658 0.61 0.30 -0.66
H 0.34303 -2.60091 -0.69751 -0.13 0.04 0.01
H -0.07659 -3.02449 -2.35894 -0.01 0.02 0.01
H 1.46590 -1.44447 -3.26899 0.05 0.00 -0.02
H 2.28515 -2.44779 -2.06826 -0.07 -0.07 -0.05
H 1.38891 -0.23913 -0.67198 -0.01 -0.05 0.05
H 3.39086 0.48435 -2.68153 0.00 0.17 -0.03
H 2.52127 1.53421 -1.57447 -0.01 -0.01 0.03
H 2.96065 2.40304 -4.29752 0.02 -0.04 0.04
H 1.56855 2.78399 -6.38847 0.03 -0.04 -0.02
H -0.19746 1.03664 -6.83609 -0.08 -0.02 0.02
H -0.35906 -1.74787 -4.95061 -0.05 -0.01 0.03
H -1.27332 -0.88689 -6.18309 0.12 0.04 0.02
H -2.46142 -0.25911 -3.84150 -0.15 0.06 -0.08
H -1.58294 -2.97272 -3.68805 -0.08 0.03 -0.06
H -3.31538 -2.71828 -3.52841 0.06 -0.08 0.08
H -2.32530 -2.76543 -1.34886 -0.04 0.04 0.09
H -2.99215 -1.15244 -1.66165 0.04 0.05 0.05
H -0.82156 -0.80754 -0.70935 -0.01 -0.80 0.72
S 1.47835 4.60483 -0.19390 0.25 0.33 0.20
C 0.63148 3.50493 -1.00161 -0.33 -0.31 -0.48
N 0.01107 2.72137 -1.61962 0.49 0.73 0.61
C -4.72599 1.91585 -3.01404 0.26 -0.09 0.07
C -3.31274 2.31956 -3.48221 -0.59 0.38 -0.30
C -3.27174 2.21866 -5.02516 0.25 -0.10 0.31
C -3.06475 3.79655 -3.11866 0.06 -0.17 0.11
N -2.33085 1.48226 -2.86239 0.95 -0.26 0.27
H -5.46455 2.65631 -3.33326 -0.03 -0.01 -0.03
H -4.74509 1.84079 -1.92624 -0.04 0.04 0.03
H -4.99246 0.94180 -3.43443 -0.02 0.00 0.02
H -4.05953 2.84183 -5.45825 -0.01 0.00 0.00
H -3.41705 1.18735 -5.34748 0.00 -0.05 -0.04
H -2.29905 2.55973 -5.38358 -0.01 -0.02 -0.07
H -3.66145 4.45206 -3.75928 -0.01 0.02 0.00
H -2.00565 4.02508 -3.25065 -0.02 0.05 -0.03
H -3.33660 3.99269 -2.08086 0.04 -0.01 -0.02
I -4.59475 4.71122 0.80736 0.15 -0.41 -0.08
C -3.85980 2.67144 0.58035 -0.12 0.45 0.15
C -4.60902 1.63144 1.13450 -0.13 0.01 0.06
C -3.88947 0.41011 1.24907 -0.03 0.03 -0.09
C -2.68574 0.26377 0.62255 -0.01 -0.12 0.13
N -2.07299 1.24133 -0.12350 -0.53 0.06 0.52
C -2.62458 2.49905 0.03710 0.03 0.03 -0.01
H -5.64044 1.74182 1.43542 0.02 0.03 0.03
H -4.29645 -0.41194 1.82825 0.07 -0.05 -0.02
H -2.12252 -0.65395 0.74467 -0.01 0.02 -0.07
H -2.02027 3.33730 -0.28180 -0.05 0.00 -0.04
N 0.21507 -0.27671 0.73565 0.08 0.01 -0.16
P 1.07643 -0.65689 1.90582 0.79 -0.67 1.04
N 0.35316 -0.42914 3.46160 -0.11 0.08 -0.55
C 1.02381 -0.66009 4.71460 -0.04 -0.13 0.06
C 0.01543 -1.08656 5.78480 0.02 0.16 0.02
C -1.05649 -0.00675 5.93628 -0.08 -0.14 -0.08
C -1.70802 0.27374 4.58100 0.13 0.06 0.05
C -0.64400 0.62271 3.54241 -0.27 0.02 -0.04
N 1.59785 -2.30577 2.19445 -0.23 0.59 -0.19
C 2.52164 -2.86052 1.22086 0.23 -0.11 0.03
C 3.26134 -4.04096 1.85185 -0.14 -0.02 -0.07
C 2.25031 -5.09824 2.30243 0.06 0.06 0.15
C 1.17844 -4.47605 3.20142 0.00 0.01 -0.16
C 0.55506 -3.26361 2.50707 0.01 -0.17 0.16
N 2.63948 0.06603 2.00815 -0.47 0.15 -0.21
C 2.80818 1.34246 1.33379 -0.05 0.18 0.06
C 3.22851 2.43667 2.31413 0.17 -0.11 -0.03
C 4.52876 2.02772 3.00774 -0.16 0.00 0.11
C 4.34748 0.67369 3.69412 0.06 0.03 -0.19
C 3.83153 -0.36699 2.69205 -0.05 -0.01 0.19
H 1.51463 0.25896 5.08082 0.12 0.02 -0.05
H 1.78424 -1.42911 4.57716 0.05 0.02 0.01
H 0.53377 -1.25638 6.73496 -0.01 -0.02 0.00
H -0.45531 -2.02742 5.48261 0.03 -0.03 0.00
H -0.58454 0.91168 6.30510 -0.01 0.01 0.02
H -1.80944 -0.30537 6.67297 0.03 0.02 0.02
H -2.42887 1.09191 4.66093 -0.01 -0.02 -0.04
H -2.24875 -0.61706 4.24702 -0.03 0.01 -0.05
H -0.18859 1.58991 3.82864 0.06 -0.05 -0.04
H -1.08448 0.74020 2.55044 0.05 0.06 0.11
H 3.20749 -2.08235 0.88409 -0.03 -0.05 -0.02
H 1.99385 -3.23068 0.32596 0.01 0.07 0.02
H 3.82764 -3.68251 2.71707 0.03 0.01 0.00
H 3.97076 -4.47306 1.13872 0.00 0.02 0.00
H 2.75576 -5.92058 2.81959 -0.02 -0.02 -0.04
H 1.76269 -5.51989 1.41607 0.01 -0.02 -0.01
H 1.63238 -4.14539 4.14130 -0.01 0.00 0.02
H 0.40819 -5.21629 3.44213 0.00 0.02 0.00
H -0.19004 -2.78159 3.13961 0.01 -0.03 -0.01
H 0.04019 -3.61167 1.59286 -0.01 0.08 0.00
H 1.86446 1.60087 0.85204 0.07 0.00 -0.06
H 3.58167 1.25864 0.55238 -0.05 -0.05 -0.02
H 2.43516 2.56451 3.05816 -0.01 0.03 0.00
H 3.34618 3.38472 1.78521 -0.04 -0.04 -0.01
H 4.84244 2.78533 3.73328 0.04 0.00 -0.03
H 5.32044 1.94705 2.25308 0.03 0.02 0.01
H 3.62586 0.78003 4.50515 -0.06 -0.03 0.08
H 5.29278 0.32886 4.12948 -0.02 -0.02 -0.01
H 3.63709 -1.31349 3.19574 0.02 -0.02 -0.03
H 4.63632 -0.53412 1.95165 -0.01 -0.07 0.00


102
Properties=species:S:1:pos:R:3:forces:R:3 method="wB97M-V/def2-TZVPD" lumo_energy_ev=-7.196 orbital_gap_ha=0.172 energy_ev=-101095.53784 e_homo_ev=-11.9 fmax_ev_per_a=19.8 charge=+2
Ba -0.81105 -0.88180 2.71400 7.54 -0.58 17.09
Cu -0.09426 2.37567 2.13542 4.74 9.25 15.71
N 0.24127 0.50987 0.46989 2.78 -3.30 -9.20
O 0.15037 -0.54819 1.08519 4.38 2.63 -6.91
O -0.26793 1.54438 0.88910 9.16 -15.58 -7.01
O 0.54890 0.52651 -0.71703 0.70 1.69 3.17
C 3.65595 -0.48506 -5.46901 0.47 0.27 -1.32
O 2.51692 0.18145 -4.96904 0.11 -1.09 -1.75
C 1.62231 0.46246 -6.03595 -1.60 -0.63 0.76
C 0.70801 1.59081 -5.57735 2.09 -0.28 -2.73
N -0.08477 1.17287 -4.49157 -0.47 1.51 2.33
C -0.64383 2.43287 -3.93413 -1.26 -0.06 1.01
C -1.44350 2.45044 -2.57945 -0.41 -0.27 -1.25
O -0.67441 2.15706 -1.45378 1.22 1.51 1.16
C -1.04733 2.76507 -0.20008 -2.31 6.23 -6.69
H 4.52253 -0.46922 -4.80804 -0.59 -0.20 0.14
H 3.99426 -0.00199 -6.38569 0.28 0.68 -0.10
H 3.51072 -1.47627 -5.89854 -0.54 -0.61 0.75
H 0.91390 -0.34821 -6.20651 0.01 -0.90 0.25
H 2.01516 0.55888 -7.04812 0.86 0.72 0.22
H 0.08241 1.84223 -6.43380 -0.13 0.31 -0.42
H 1.38777 2.43380 -5.45330 -0.69 0.09 0.81
H -0.81603 0.62209 -4.91819 -0.39 -0.09 0.40
H -1.34446 2.84654 -4.65946 -0.38 0.24 -0.15
H 0.09407 3.22738 -3.82289 0.54 -0.50 -0.04
H -2.26651 1.73593 -2.59511 -0.22 -0.34 -0.44
H -1.94030 3.41561 -2.48082 0.21 0.41 -0.14
H -1.38135 3.79435 -0.33093 -0.58 0.73 -1.19
H -0.32798 2.85861 0.61348 -0.36 5.43 -3.59
H -1.93768 2.19383 0.06270 6.07 2.53 -1.45
C -5.58804 1.93181 -0.35167 0.41 0.21 -0.15
O -4.57214 1.63534 0.65256 0.27 -0.40 -1.00
C -3.20355 1.90946 0.27152 -4.71 -1.54 1.60
C -2.27505 1.38077 1.37225 -5.15 0.43 4.81
N -1.85280 -0.05287 1.38795 -11.33 8.97 -13.39
C -2.94014 -0.98011 1.39738 -3.38 -0.85 -0.07
C -2.52106 -2.41849 1.70576 -0.99 -0.95 -0.32
O -2.04187 -2.59499 3.04761 -3.75 -4.00 0.05
C -2.25158 -3.87932 3.51289 -0.36 -2.67 0.06
H -5.36635 1.56919 -1.35538 0.71 -0.07 -0.03
H -5.73055 3.01055 -0.41603 -0.10 0.00 0.09
H -6.53594 1.43401 -0.14727 0.23 0.11 0.80
H -2.92035 2.94432 0.07915 -2.59 0.69 0.61
H -2.83314 1.43032 -0.63474 -1.23 -0.75 -0.78
H -2.67216 1.64417 2.35257 -0.85 -0.34 -0.53
H -1.35213 1.95561 1.44893 -6.75 -0.74 0.62
H -1.74531 -0.15406 0.38880 1.04 0.21 -0.91
H -3.39884 -0.97202 0.40864 -0.09 -0.36 0.01
H -3.74461 -0.64956 2.05439 0.09 -0.35 0.09
H -1.72044 -2.83269 1.09292 -0.21 0.20 -0.53
H -3.41355 -3.01516 1.51723 0.00 -0.07 0.23
H -1.82323 -4.05652 4.49942 0.54 0.14 -0.31
H -1.89770 -4.58216 2.75865 0.62 -0.32 0.24
H -3.25312 -4.26680 3.69966 -0.82 1.02 -0.34
C 3.81708 2.82872 -4.48931 -1.30 0.24 -0.30
O 3.49376 1.81848 -3.54012 2.14 1.24 0.33
C 4.65854 1.26253 -2.87618 -1.96 0.58 0.37
C 4.23458 1.09829 -1.38811 1.73 -0.40 -1.31
N 3.22295 0.08297 -1.30325 -1.05 -0.15 -0.94
C 2.87914 -0.45813 0.01522 5.42 3.17 -18.79
C 1.88153 -1.51574 0.03323 -2.10 -4.93 -4.25
O 0.94339 -1.49190 -0.98610 -2.36 -4.76 -2.60
C 0.07233 -2.74577 -1.07586 2.04 1.38 -0.31
H 3.99695 3.81526 -4.06214 0.91 -0.12 0.47
H 2.91283 3.07498 -5.04590 -0.14 -0.42 0.05
H 4.51242 2.55577 -5.28309 0.53 -0.19 0.40
H 5.57423 1.84391 -2.98393 -0.17 0.49 0.13
H 4.88519 0.30331 -3.34160 -0.03 -0.17 0.41
H 4.00247 2.09374 -1.00957 -0.23 -0.24 0.31
H 5.14279 0.65698 -0.97760 0.57 0.61 0.97
H 3.67996 -0.66607 -1.80344 -0.60 -0.65 -0.45
H 2.43758 0.28970 0.67391 -1.31 10.05 -5.98
H 3.77327 -0.81650 0.52534 2.74 1.57 -2.88
H 1.32218 -1.54278 0.96838 1.29 -1.55 -2.00
H 2.43853 -2.44221 -0.10641 0.24 -0.48 -0.05
H -0.28600 -2.90543 -2.09283 0.16 0.73 -0.11
H -0.81104 -2.69478 -0.43934 0.24 0.19 0.19
H 0.65134 -3.64958 -0.88618 0.14 0.01 0.50
C -3.54358 0.48513 4.25112 -1.30 1.75 -0.33
O -2.77579 -0.64832 4.19508 -1.19 0.23 1.32
C -2.52563 -1.30849 5.41099 1.20 -1.18 -0.30
C -0.95693 -1.44194 5.62734 -1.99 1.19 0.31
N -0.23990 -2.07730 4.51084 0.18 -4.34 6.50
C 1.16506 -2.06752 4.73910 2.35 -1.32 0.12
C 1.94263 -2.39874 3.44266 -1.26 1.42 0.91
O 1.75919 -1.27433 2.54457 1.32 -1.74 3.66
C 2.84997 -1.04620 1.69433 2.66 -5.45 12.00
H -4.62701 0.36578 4.24528 -0.22 -0.69 0.57
H -3.41372 0.96711 3.28214 -0.21 0.09 1.01
H -3.27280 1.14127 5.07832 0.07 0.18 -0.01
H -2.94393 -2.30677 5.28227 0.01 -0.11 0.34
H -3.06072 -0.87143 6.25405 0.39 0.31 0.05
H -0.91399 -1.88923 6.62041 0.75 -0.40 -0.03
H -0.52512 -0.44454 5.71001 -0.12 0.30 0.24
H -0.46170 -3.05353 4.64456 -0.07 -0.28 -0.33
H 1.44474 -2.90115 5.38326 0.02 -0.05 0.50
H 1.48684 -1.18835 5.29732 0.25 0.31 -0.56
H 1.47419 -3.25131 2.95095 0.13 -0.44 0.09
H 2.96808 -2.63892 3.72350 0.16 0.32 -0.47
H 3.64306 -0.59695 2.29206 0.47 0.49 0.13
H 2.58668 -0.34211 0.90501 -2.98 -3.47 16.86
H 3.27487 -1.88669 1.14556 -0.35 -1.69 2.98


56
Properties=species:S:1:pos:R:3:forces:R:3 method="wB97M-V/def2-TZVPD" lumo_energy_ev=-0.529 orbital_gap_ha=0.289 energy_ev=-39427.32352 smiles="Cc1ccccc1CNc1ccc([C@@H](CC(N)=O)NC(=O)c2ccccc2)cc1[N+](=O)[O-]" e_above_lowest_kcal_mol=68.8 e_homo_ev=-8.4 fmax_ev_per_a=1.4
C 6.62950 0.43107 -1.49977 -0.05 -0.01 0.02
C 6.05944 0.31224 -0.11879 -0.01 0.04 0.11
C 6.66050 0.97661 0.94150 -0.01 -0.02 -0.03
C 6.15706 0.88049 2.22637 0.00 0.01 0.10
C 5.03753 0.10577 2.46665 0.03 0.03 0.08
C 4.42791 -0.56280 1.42003 -0.01 -0.02 -0.05
C 4.92342 -0.46367 0.12836 0.00 0.00 0.04
C 4.26180 -1.19837 -1.02010 0.05 0.24 0.02
N 3.00345 -1.81399 -0.69502 0.42 -0.62 0.00
C 1.84356 -1.16001 -0.52383 -0.41 -0.30 0.05
C 1.76546 0.24784 -0.62290 0.03 0.00 0.01
C 0.58055 0.91955 -0.49812 -0.06 -0.26 0.01
C -0.62508 0.23829 -0.25472 0.01 -0.25 0.04
C -1.89910 1.03268 -0.11603 -0.17 0.29 0.10
C -2.01191 2.13437 -1.20063 0.13 0.20 0.11
C -1.67811 3.50597 -0.62146 -0.21 -0.37 -0.27
N -2.57428 3.91619 0.29082 -0.37 0.31 0.40
O -0.70139 4.14525 -0.95207 0.43 0.21 -0.14
N -3.07971 0.19486 -0.12119 0.25 -0.22 -0.03
C -4.23215 0.62057 0.43836 0.19 -0.21 -0.16
O -4.31613 1.70323 1.00309 -0.10 0.12 0.14
C -5.37937 -0.32238 0.35647 -0.39 -0.10 0.03
C -6.32459 -0.27899 1.37797 0.16 0.09 -0.04
C -7.41249 -1.13070 1.36195 -0.02 -0.01 0.02
C -7.57511 -2.02458 0.31628 -0.02 -0.02 -0.04
C -6.65134 -2.05761 -0.71542 -0.04 -0.10 -0.05
C -5.55592 -1.21319 -0.69863 0.08 0.11 0.11
C -0.57266 -1.12511 -0.11153 0.05 0.03 -0.01
C 0.62754 -1.83822 -0.24960 0.02 1.38 -0.07
N 0.54558 -3.23927 -0.10408 -0.20 -0.89 0.06
O -0.55433 -3.74638 0.03975 0.06 -0.13 0.02
O 1.57913 -3.90801 -0.13020 0.00 -0.13 0.04
H 7.53914 1.02543 -1.48594 0.05 0.02 -0.05
H 5.91934 0.91125 -2.17326 0.00 0.02 -0.12
H 6.86449 -0.55096 -1.90859 0.05 -0.04 -0.12
H 7.53828 1.57871 0.75555 0.09 0.06 -0.04
H 6.63991 1.40666 3.03602 0.04 0.05 0.07
H 4.63765 0.01819 3.46546 -0.03 0.00 0.09
H 3.55674 -1.16974 1.61607 -0.09 -0.05 -0.02
H 4.12160 -0.50759 -1.86050 0.08 -0.11 0.00
H 4.93109 -1.99389 -1.36253 -0.10 0.09 -0.08
H 2.97915 -2.81370 -0.51846 -0.07 0.37 -0.09
H 2.67135 0.80844 -0.78069 0.12 0.06 -0.03
H 0.57566 1.99579 -0.57836 0.04 0.19 -0.06
H -1.88963 1.52271 0.86886 -0.03 -0.10 -0.22
H -1.35003 1.92540 -2.04083 -0.04 0.09 0.05
H -3.03952 2.16682 -1.56580 0.03 -0.03 0.02
H -2.42780 4.79231 0.76339 0.10 -0.02 -0.06
H -3.32516 3.30680 0.60007 0.09 0.02 -0.04
H -3.06069 -0.65939 -0.65305 -0.08 -0.01 0.11
H -6.18422 0.43002 2.17984 0.00 0.06 0.05
H -8.13570 -1.09631 2.16285 -0.05 0.00 0.07
H -8.42500 -2.69038 0.29985 -0.07 -0.05 -0.01
H -6.78530 -2.74370 -1.53851 -0.01 -0.04 -0.06
H -4.86261 -1.23619 -1.52787 0.06 0.00 -0.07
H -1.44755 -1.70840 0.13293 -0.01 0.02 -0.01